1.
{"formula": "C8H14O2Si", "method": "ωB97M-V with the def2-TZVPD basis set", "elements": ["C", "C", "C", "O", "C", "O", "C", "C", "Si", "C", "C", "H", "H", "H", "H", "H", "H", "H", "H", "H", "H", "H", "H", "H", "H"], "positions_angstrom": [[-1.7403, 0.3003, -2.3569], [-2.1541, -0.5209, -1.1345], [-2.0910, 0.3743, 0.0409], [-3.0261, 1.0201, 0.5039], [-0.7969, 0.6024, 0.8042], [-0.8669, 1.7195, 1.6659], [0.4771, 0.9909, -0.0287], [1.5986, 0.5834, 0.5990], [3.3818, 1.0722, 0.2274], [1.2891, -0.3876, 1.7009], [-0.1984, -0.7527, 1.4595], [-0.9930, 0.9603, -2.0484], [-2.5142, 0.9142, -2.7345], [-1.1953, -0.3502, -3.1582], [-1.4347, -1.3389, -0.9051], [-3.2341, -0.8058, -1.1771], [-1.8870, 1.9035, 1.7465], [0.4342, 1.7634, -0.8718], [4.0802, 0.0968, -0.6208], [3.8982, 1.4533, 1.5255], [3.2034, 2.3060, -0.6005], [1.3489, 0.2744, 2.5946], [1.8714, -1.2435, 1.9273], [-0.3262, -1.4608, 0.7203], [-0.8525, -1.0672, 2.3481]], "lowdin_charge": [-0.067, -0.148, -0.344, 0.083, -0.417, -0.017, -0.038, -0.411, 0.683, -0.193, -0.073, 0.015, 0.069, 0.123, 0.120, 0.137, 0.142, 0.130, -0.083, -0.077, -0.069, 0.128, 0.095, 0.061, 0.148], "charge": 0, "e_homo_ev": -9.3, "smiles": "CCC(=O)[C@]1(O)C=C([SiH3])CC1", "orbital_gap_ev": 10.1, "relative_energy_kj_mol": 350.50, "e_lumo_ha": 0.0279}

***

2.
{"formula": "C8H14O7Ti", "method": "ωB97M-V with the def2-TZVPD basis set", "elements": ["Ti", "C", "O", "C", "C", "O", "C", "C", "O", "C", "H", "H", "H", "H", "H", "H", "H", "H", "H", "H", "H", "H", "H", "H", "O", "C", "O", "C", "O", "O"], "positions_angstrom": [[0.5816, 0.1585, -0.2738], [-0.3921, -2.4774, -1.5768], [-0.6590, -1.1335, -0.9975], [-1.8568, -0.4723, -1.5577], [-2.3054, 0.5340, -0.5224], [-1.1021, 1.2799, -0.1649], [-1.0834, 2.0333, 1.0920], [-0.5996, 1.1111, 2.1912], [0.5615, 0.3817, 1.6424], [1.2489, -0.4627, 2.6561], [-1.1716, -3.1405, -1.2173], [-0.4090, -2.3858, -2.6589], [0.5828, -2.7873, -1.2228], [-1.5725, -0.0012, -2.4961], [-2.6330, -1.2129, -1.7300], [-3.0468, 1.2096, -0.9419], [-2.7043, 0.0383, 0.3616], [-0.3834, 2.8497, 0.9309], [-2.0643, 2.4481, 1.3089], [-0.2802, 1.6817, 3.0603], [-1.3413, 0.3744, 2.4944], [1.6639, 0.2035, 3.4054], [0.5135, -1.1373, 3.0836], [2.0336, -1.0025, 2.1416], [3.1718, 1.5906, -2.7279], [2.6220, 1.0089, -1.8898], [1.3733, 1.3230, -1.3052], [3.1016, -0.3451, -1.2432], [4.1216, -0.8693, -1.4095], [2.0287, -0.7984, -0.4324]], "lowdin_charge": [1.250, 0.070, -0.301, -0.067, -0.067, -0.244, -0.060, -0.070, -0.302, 0.069, 0.122, 0.125, 0.105, 0.160, 0.162, 0.166, 0.154, 0.159, 0.165, 0.163, 0.151, 0.124, 0.121, 0.105, 0.307, -0.348, -0.078, -0.338, 0.305, -0.107], "charge": 2, "e_homo_ev": -18.0, "orbital_gap_ev": 9.1, "relative_energy_kj_mol": 29.13, "e_lumo_ha": -0.3274}

***

3.
{"formula": "C8H15AlCl21N2O", "method": "ωB97M-V with the def2-TZVPD basis set", "elements": ["C", "Al", "N", "N", "O", "H", "H", "H", "H", "H", "H", "H", "H", "C", "Cl", "Cl", "Cl", "H", "C", "Cl", "Cl", "Cl", "H", "C", "Cl", "Cl", "Cl", "H", "C", "Cl", "Cl", "Cl", "H", "C", "Cl", "Cl", "Cl", "H", "C", "Cl", "Cl", "Cl", "H", "C", "Cl", "Cl", "Cl", "H"], "positions_angstrom": [[-1.0866, 2.4646, 0.5436], [-0.2546, 1.3596, -0.9815], [-1.7566, 0.8720, -2.1224], [1.0351, 2.4169, -1.9201], [0.4210, -0.1871, -0.2066], [-1.9092, 3.0735, 0.0928], [-0.3162, 3.0933, 1.0379], [-1.5250, 1.7588, 1.2829], [-1.4612, 0.1065, -2.7270], [-1.9177, 1.7150, -2.6759], [1.8499, 1.8962, -2.2552], [0.5486, 2.7936, -2.7346], [1.1470, -0.5494, -0.7142], [0.1494, -3.3272, -1.6622], [-0.2751, -2.5543, -3.2002], [-0.7832, -4.8200, -1.4772], [1.8778, -3.6552, -1.5563], [-0.1262, -2.6577, -0.8507], [-3.5251, 1.0071, -1.7407], [-4.7432, 1.9731, -0.8932], [-4.0434, -0.6785, -1.8662], [-3.2059, 1.6776, -3.3451], [-2.5969, 1.0330, -1.1681], [2.9129, -0.0786, 2.5452], [4.6084, -0.5934, 2.5304], [2.1199, -0.5997, 4.0375], [2.7909, 1.6695, 2.3524], [2.4041, -0.5464, 1.7067], [3.4742, -0.3621, -3.8044], [3.6354, -0.6847, -2.0768], [2.2919, -1.4459, -4.5503], [2.9791, 1.3129, -4.0595], [4.4442, -0.5131, -4.2634], [-0.5705, -2.7714, 6.7139], [-1.3149, -2.9256, 5.1205], [-0.2674, -4.3656, 7.4186], [0.9274, -1.8402, 6.6125], [-1.2582, -2.2395, 7.3610], [-4.7983, -3.5010, -4.0830], [-4.4368, -3.6878, -5.8043], [-6.2055, -4.4758, -3.6344], [-3.3976, -3.9369, -3.1013], [-5.0337, -2.4585, -3.8966], [3.4958, 4.9467, 4.8011], [4.6286, 6.2455, 5.2038], [2.2201, 4.8352, 6.0197], [2.8058, 5.1953, 3.1965], [4.0415, 4.0097, 4.7941]], "lowdin_charge": [-0.176, 0.066, -0.338, -0.089, -0.233, -0.016, -0.018, -0.004, 0.022, -0.181, -0.143, -0.036, -0.076, -1.503, 0.495, 0.501, 0.518, 0.007, -1.507, 0.435, 0.569, 0.717, -0.078, -1.528, 0.499, 0.487, 0.532, -0.001, -1.492, 0.547, 0.503, 0.589, 0.011, -1.541, 0.534, 0.508, 0.492, 0.011, -1.548, 0.512, 0.509, 0.476, -0.023, -1.554, 0.503, 0.514, 0.519, 0.008], "charge": -1, "e_homo_ev": -3.9, "orbital_gap_ev": 5.9, "e_lumo_ha": 0.0740}

***

4.
{"formula": "C8H15BBrF5O5P3SYb", "method": "ωB97M-V with the def2-TZVPD basis set", "elements": ["C", "C", "F", "C", "B", "P", "O", "O", "O", "C", "C", "P", "S", "C", "P", "O", "Br", "C", "F", "F", "C", "F", "F", "O", "H", "H", "H", "H", "H", "H", "H", "H", "H", "H", "H", "H", "H", "H", "H", "Yb"], "positions_angstrom": [[4.0044, 0.0149, 0.4257], [3.0594, 0.4773, 1.5076], [2.5442, -0.6135, 2.2239], [1.9438, 1.4094, 1.0644], [1.0305, 0.8568, -0.1685], [1.9075, 1.6499, -1.7903], [1.1536, 3.0416, -2.2663], [1.9675, 0.5913, -3.0362], [0.8507, -0.5891, -0.3071], [-0.4319, -0.9688, -0.2489], [-0.4157, -1.8776, 1.0563], [-0.9632, -2.2226, -1.5642], [0.4349, -3.4957, -1.9739], [-1.3169, 0.3860, -0.1216], [-1.8296, 0.9662, -1.8713], [-1.8081, 2.5713, -1.7661], [-3.9731, 0.3315, -2.1946], [-2.4003, 0.4151, 0.9545], [-3.1598, 1.4947, 0.7369], [-1.8963, 0.5751, 2.1872], [-3.3559, -0.8019, 0.9356], [-4.5822, -0.4157, 1.0805], [-3.0612, -1.5691, 2.1108], [-0.3508, 1.3080, 0.1651], [3.5145, -0.4064, -0.4543], [4.6323, -0.7774, 0.8367], [4.6687, 0.8050, 0.0863], [3.6654, 1.0320, 2.2294], [2.4000, 2.3533, 0.7522], [1.2917, 1.6214, 1.9142], [1.5644, 3.7448, -1.7413], [1.0753, 0.3263, -3.3212], [-0.3599, -1.2372, 1.9421], [-1.3247, -2.5253, 1.0666], [0.4706, -2.4990, 0.9746], [-1.3777, -1.5856, -2.7502], [-2.1404, -2.8141, -1.0174], [-2.1186, 2.8877, -0.8996], [-3.3064, -1.4110, 0.0387], [-2.0067, -3.0496, 3.2039]], "lowdin_charge": [-0.044, -0.396, -0.043, -0.080, -0.880, 0.955, -0.277, -0.268, -0.005, -0.608, -0.121, 0.378, 0.206, -0.493, 0.637, -0.292, 0.363, -0.469, 0.114, 0.138, -0.278, 0.159, -0.177, -0.018, 0.069, 0.086, 0.089, 0.136, 0.098, 0.110, 0.057, 0.049, 0.077, -0.022, 0.088, -0.041, -0.019, 0.080, 0.103, 1.544], "charge": 1, "e_homo_ev": -8.7, "orbital_gap_ev": 2.0, "relative_energy_kj_mol": 112.23, "e_lumo_ha": -0.2430}

***

5.
{"formula": "C8H15BFO8S", "method": "ωB97M-V with the def2-TZVPD basis set", "elements": ["B", "S", "O", "O", "F", "H", "H", "H", "C", "C", "C", "O", "C", "O", "O", "H", "H", "H", "H", "H", "H", "C", "C", "C", "O", "C", "O", "O", "H", "H", "H", "H", "H", "H"], "positions_angstrom": [[1.4171, -2.7287, 1.4823], [-0.4692, -2.8256, 1.4138], [-0.9546, -2.9819, 0.0598], [-1.1237, -3.6735, 2.3800], [-0.9943, -1.3164, 1.8016], [1.7885, -2.8431, 2.6272], [1.7120, -1.6556, 1.0404], [1.8212, -3.6258, 0.7832], [-3.7080, -0.0126, 0.0055], [-3.5790, 1.1523, 0.9413], [-4.2295, 0.9786, 2.2969], [-4.5596, 2.3310, 2.6537], [-4.7144, 3.0343, 1.5086], [-5.1670, 4.1349, 1.4509], [-4.2914, 2.3172, 0.4502], [-3.2935, 0.2288, -0.9723], [-3.1551, -0.8594, 0.4147], [-4.7528, -0.2938, -0.1387], [-2.5307, 1.4368, 1.0594], [-3.5751, 0.5422, 3.0454], [-5.1560, 0.4030, 2.2304], [3.9971, 1.9004, -2.9466], [4.2859, 0.6242, -2.2007], [3.3147, -0.5161, -2.4405], [3.3869, -1.2367, -1.2166], [3.7368, -0.3710, -0.2329], [3.6867, -0.5982, 0.9227], [4.1422, 0.8154, -0.7884], [4.6811, 2.6892, -2.6355], [4.1116, 1.7430, -4.0200], [2.9802, 2.2373, -2.7426], [5.3129, 0.2912, -2.3874], [3.5883, -1.1650, -3.2690], [2.2908, -0.1563, -2.5768]], "lowdin_charge": [-0.451, 0.581, -0.384, -0.371, -0.286, -0.004, -0.023, 0.002, -0.016, -0.318, -0.084, 0.057, -0.582, 0.143, 0.080, 0.090, 0.080, 0.089, 0.161, 0.141, 0.137, -0.031, -0.347, -0.100, 0.066, -0.553, 0.167, 0.070, 0.083, 0.086, 0.090, 0.154, 0.135, 0.141], "charge": -1, "e_homo_ev": -6.2, "orbital_gap_ev": 8.7, "e_lumo_ha": 0.0933}

***

6.
{"formula": "C8H15BrClIN4O2PS", "method": "ωB97M-V with the def2-TZVPD basis set", "elements": ["C", "P", "C", "C", "N", "C", "N", "Br", "N", "I", "N", "C", "C", "C", "C", "S", "O", "O", "Cl", "H", "H", "H", "H", "H", "H", "H", "H", "H", "H", "H", "H", "H", "H", "H"], "positions_angstrom": [[-2.5014, -0.3979, -2.9897], [-1.0283, 0.1442, -2.0441], [0.3113, -0.7563, -2.9049], [-1.1853, -1.0308, -0.6365], [-1.8008, -2.2047, -0.7071], [-1.7187, -2.7408, 0.5088], [-2.2539, -3.9419, 0.7592], [-2.3455, -4.8786, 2.3247], [-1.0538, -1.9242, 1.3483], [-0.4357, -2.0281, 3.2831], [-0.7280, -0.8097, 0.5795], [-0.0153, 0.3694, 1.0614], [1.4792, 0.3326, 0.7185], [2.3561, 1.1623, 1.6712], [2.6078, 2.6108, 1.2684], [1.1760, 3.6628, 1.4149], [1.5756, 5.0154, 1.5820], [0.2562, 3.0243, 2.3044], [0.3909, 3.4923, -0.4507], [-2.7942, 0.4362, -3.6250], [-2.2584, -1.2483, -3.6261], [-3.3165, -0.6632, -2.3227], [0.4437, -0.3017, -3.8849], [0.0877, -1.8190, -3.0077], [1.2351, -0.6548, -2.3336], [-2.6884, -4.3888, -0.0335], [-0.1861, 0.4916, 2.1255], [-0.5035, 1.2120, 0.5735], [1.8356, -0.6980, 0.7104], [1.6016, 0.7140, -0.3015], [1.9459, 1.1368, 2.6807], [3.3414, 0.6928, 1.7037], [3.3268, 3.0857, 1.9386], [2.9711, 2.6982, 0.2451]], "lowdin_charge": [-0.283, 0.945, -0.281, -0.424, 0.166, -0.497, -0.393, 0.756, -0.389, 1.082, -0.092, -0.217, -0.176, -0.209, -0.274, 0.354, -0.302, -0.331, 0.435, 0.039, 0.046, 0.039, 0.049, 0.049, 0.029, 0.099, 0.055, 0.062, 0.117, 0.093, 0.114, 0.124, 0.116, 0.101], "charge": 1, "e_homo_ev": -12.5, "smiles": "CP(C)c1nc(NBr)n(I)[n+]1CCCCS(=O)(=O)Cl", "orbital_gap_ev": 7.9, "e_lumo_ha": -0.1694}